49
Properties=species:S:1:pos:R:3:forces:R:3 method="wB97M-V/def2-TZVPD" homo_lumo_gap_ev=8.10 total_energy_ha=-1430.8656 e_lumo_ha=0.021 e_homo_ev=-7.54 charge=0 relative_energy_kj_mol=137.11
S 2.49358 3.38300 -0.51735 0.480 0.466 -0.189
C 1.31907 2.31881 -0.04456 0.010 -0.020 -0.004
N 1.57897 1.17883 0.63391 -0.545 -0.047 -0.211
C 2.92573 0.72083 0.87180 0.426 -0.143 -0.156
C 3.52901 0.02415 -0.35721 -0.083 0.158 0.184
N 4.87363 -0.43514 -0.07664 -0.050 -0.026 -0.051
C 4.90603 -1.73401 0.57112 0.347 -0.052 0.108
C 6.34831 -2.06223 0.95782 -0.344 -0.093 0.209
O 7.19230 -2.06920 -0.16768 0.047 -0.147 -0.073
C 7.15092 -0.82010 -0.81817 -0.141 0.243 -0.303
C 5.72932 -0.46134 -1.25070 0.323 -0.066 0.116
N 0.02637 2.60460 -0.35280 -0.008 0.174 -0.153
C -1.15250 1.95841 0.03267 -0.383 -0.320 0.132
C -1.31419 1.37065 1.28652 -0.005 0.200 -0.119
C -2.49975 0.74701 1.61494 -0.185 -0.091 -0.174
C -3.56662 0.69702 0.71396 0.417 0.246 -0.101
N -4.73620 0.07433 1.09998 -0.176 -0.105 0.651
C -5.75739 -0.42642 0.30825 -0.256 -0.182 -0.202
C -5.54798 -0.86259 -1.00007 0.118 0.059 0.087
C -6.59791 -1.37679 -1.73676 -0.096 -0.003 -0.012
C -7.86440 -1.48071 -1.18673 -0.103 -0.064 -0.100
C -8.07157 -1.07981 0.12293 0.004 -0.056 -0.015
C -7.03061 -0.55997 0.86559 0.097 0.066 -0.001
C -3.42356 1.34823 -0.51404 -0.124 -0.035 0.174
C -2.23504 1.96070 -0.84699 0.274 -0.069 0.158
H 0.85867 0.46943 0.61788 -0.006 0.096 0.087
H 3.54213 1.58808 1.11500 -0.062 -0.158 0.040
H 2.90459 0.04630 1.72964 0.012 0.030 0.002
H 2.86747 -0.79984 -0.68145 0.043 0.037 -0.025
H 3.57258 0.76011 -1.16291 -0.062 -0.048 0.033
H 4.29005 -1.70728 1.47133 -0.012 -0.064 0.013
H 4.52159 -2.52638 -0.09819 -0.013 0.051 0.059
H 6.41397 -3.05894 1.39798 -0.029 0.084 0.034
H 6.70038 -1.31458 1.68446 -0.031 -0.081 -0.016
H 7.80909 -0.90354 -1.68450 -0.031 0.077 0.046
H 7.52671 -0.03664 -0.14373 -0.007 -0.030 -0.075
H 5.72975 0.52900 -1.70889 0.000 -0.022 -0.046
H 5.37966 -1.20115 -1.99318 0.016 0.060 0.005
H -0.07496 3.39220 -0.97902 0.176 -0.101 0.172
H -0.52475 1.43231 2.01951 0.052 0.000 0.048
H -2.61161 0.29980 2.59254 -0.003 -0.081 0.084
H -4.87826 -0.00852 2.09595 0.018 0.021 -0.180
H -4.55795 -0.82483 -1.42725 0.061 0.012 -0.040
H -6.42041 -1.70997 -2.74886 0.021 -0.027 -0.076
H -8.67980 -1.88185 -1.76872 -0.069 -0.031 -0.051
H -9.05111 -1.17099 0.56871 -0.071 -0.002 0.041
H -7.19511 -0.25021 1.88848 -0.019 0.072 0.082
H -4.25765 1.39679 -1.19560 -0.049 -0.009 -0.070
H -2.14058 2.46244 -1.79898 0.021 0.022 -0.122